A 12-piece molecular cluster, H24O12 overall in a non-equilibrium geometry. Source: the Open Molecules 2025 dataset; level of theory: ωB97M-V/def2-TZVPD.

Geometry as XYZ:
```
36
Properties=species:S:1:pos:R:3:forces:R:3:nbo_charge:R:1
O -0.2383 0.8431 4.0382 -0.237 0.502 0.625 -0.983
H -0.8774 0.2659 3.6203 -0.034 -0.096 0.056 0.475
H 0.6112 0.4660 3.8094 0.388 0.015 -0.137 0.482
O -1.5425 -1.0721 2.6125 0.169 -0.349 -0.387 -0.966
H -2.3291 -0.7095 2.2051 -0.561 0.524 -0.336 0.504
H -1.6286 -2.0188 2.5001 0.033 -0.293 0.162 0.479
O -2.9231 1.3059 0.8919 -0.506 -0.511 0.438 -0.989
H -2.0780 1.5693 1.2562 0.382 0.494 0.355 0.487
H -2.7860 1.3040 -0.0554 0.128 -0.073 -0.586 0.494
O 0.6609 2.5725 -0.7114 0.119 0.589 -0.422 -0.957
H 0.2033 1.7427 -0.8463 -0.296 -0.506 0.152 0.496
H 1.5867 2.3570 -0.8235 0.202 -0.004 0.153 0.465
O 2.4277 -1.3592 -1.8393 -0.153 -0.098 -0.119 -0.941
H 2.7742 -0.7355 -2.4775 0.222 0.301 -0.006 0.488
H 2.0099 -2.0378 -2.3695 -0.081 -0.213 -0.013 0.468
O -0.5245 -2.6856 -2.6367 0.289 0.239 0.115 -0.942
H -1.2966 -3.2112 -2.8457 -0.377 -0.176 0.013 0.496
H 0.1375 -2.9707 -3.2666 0.135 -0.386 -0.232 0.468
O -0.5648 -0.0527 -3.5045 0.521 0.176 -0.544 -0.959
H 0.2327 0.1371 -3.9988 0.123 0.375 -0.135 0.475
H -0.5370 -0.9982 -3.3580 -0.316 -0.596 0.390 0.490
O 2.1728 0.2175 2.8836 0.149 0.224 0.238 -0.970
H 3.0610 0.5596 2.7821 0.153 0.093 0.076 0.474
H 2.1003 -0.4640 2.2154 0.013 -0.468 -0.455 0.500
O -2.3064 1.2363 -2.0660 -0.697 0.370 0.650 -0.980
H -2.8154 1.6057 -2.7875 -0.151 0.147 -0.060 0.468
H -1.5596 0.8140 -2.4906 0.345 -0.161 -0.193 0.490
O 2.5489 -1.8607 0.8979 -0.052 -0.102 0.476 -0.970
H 2.6239 -2.8086 1.0083 0.068 -0.191 0.231 0.471
H 2.3989 -1.7394 -0.0396 0.030 0.353 -0.475 0.495
O -0.2305 0.0450 0.0494 0.264 0.032 -0.479 -0.972
H -0.4935 -0.3979 0.8562 -0.210 -0.030 0.670 0.502
H -0.1240 -0.6609 -0.5882 0.018 -0.217 -0.246 0.468
O -0.5785 3.0299 1.8298 -0.601 0.134 0.178 -0.965
H 0.2361 2.9156 2.3193 0.062 -0.299 0.283 0.478
H -0.3524 2.7959 0.9296 0.460 0.201 -0.437 0.483
```
Positions in Å, forces in eV/Å.

## Properties
largest force on an atom	1.0	eV/Å
structure (SMILES)	O.O.O.O.O.O.O.O.O.O.O.O
highest occupied orbital energy	-9.226	eV
spin multiplicity	1
ΔE to the lowest compared entry with this formula, charge and spin	1.471	eV
E_tot	-24960.223	eV
frontier orbital gap	0.301	hartree

One molecule with the formula C9H11BrFN in a non-equilibrium geometry. Source: the Open Molecules 2025 dataset; level of theory: ωB97M-V/def2-TZVPD.

Geometry as XYZ:
```
23
Properties=species:S:1:pos:R:3:forces:R:3:nbo_charge:R:1
C 0.7247 -2.7222 0.0395 -1.522 -0.872 0.714 -0.682
C -0.0479 -1.4727 -0.0014 -2.098 -0.519 1.346 0.206
N -0.6392 -1.1093 -1.0637 1.416 0.463 -1.207 -0.500
C -1.5304 -0.1186 -1.2040 -1.438 0.873 2.310 0.036
C -1.9754 0.9650 -0.4276 -0.617 -1.566 -2.086 -0.317
C -1.5602 1.4890 0.7999 1.140 1.047 1.680 -0.181
C -0.4242 1.5322 1.6061 -0.503 -1.912 -2.154 -0.251
C 0.8551 0.9040 1.3439 -1.324 0.673 0.097 -0.276
C 1.3861 0.6185 0.1678 2.308 -0.389 -2.659 0.000
Br 3.1265 -0.3478 0.0731 -0.548 0.498 0.668 -0.010
C 1.2305 1.1818 -1.2578 0.991 -0.208 1.386 -0.016
F 1.9011 2.3819 -1.3494 0.297 0.770 0.284 -0.360
H 1.5906 -2.4829 0.6510 0.644 -0.791 -0.480 0.248
H 0.7533 -3.2235 -0.9686 0.733 0.667 1.188 0.245
H 0.0320 -3.3294 0.7249 1.113 0.278 -0.914 0.228
H -0.5425 -1.2440 0.9786 0.802 0.491 -0.540 0.163
H -2.1938 -0.4681 -1.9276 -1.229 0.406 -1.679 0.196
H -2.9859 1.3467 -0.7706 1.446 -0.405 0.270 0.227
H -2.3977 1.9930 1.2622 -0.102 0.166 0.266 0.211
H -0.6548 1.6495 2.6255 0.006 0.871 1.147 0.216
H 1.3911 0.5199 2.1738 0.381 -0.090 0.910 0.233
H 0.2332 1.3756 -1.4921 -1.593 0.198 -0.448 0.191
H 1.7278 0.5613 -1.9835 -0.304 -0.650 -0.100 0.192
```
Positions in Å, forces in eV/Å.

## Properties
largest force on an atom	3.5	eV/Å
structure (SMILES)	C/C=N/C=C\C=C/C=C(/Br)CF
highest occupied orbital energy	-8.236	eV
spin multiplicity	1
ΔE to the lowest compared entry with this formula, charge and spin	1.139	eV
E_tot	-83757.377	eV
frontier orbital gap	0.291	hartree

C4H6O2 as an isolated structure in a non-equilibrium geometry. Source: the Open Molecules 2025 dataset; level of theory: ωB97M-V/def2-TZVPD.

Geometry as XYZ:
```
12
Properties=species:S:1:pos:R:3:forces:R:3:nbo_charge:R:1
O -1.8752 -0.4259 -1.6822 -0.140 -0.168 0.409 -0.503
C -1.6229 -0.7225 -0.5404 -0.172 -0.077 -0.404 0.431
C -0.2475 -0.5876 0.0143 -0.172 -0.455 -0.488 -0.016
C 0.6410 0.5095 -0.5190 0.150 -0.214 -0.212 -0.432
C 0.9944 0.6057 0.9703 0.422 0.429 -1.047 -0.076
O -0.2240 -0.0650 1.3556 0.110 0.231 -0.196 -0.518
H -2.3787 -1.1152 0.1660 -0.127 0.066 -0.109 0.120
H 0.2995 -1.5374 -0.0305 -0.274 -0.294 0.037 0.190
H 0.0602 1.3748 -0.8799 0.243 -0.342 0.310 0.215
H 1.4500 0.3093 -1.2155 -0.143 -0.338 -0.079 0.217
H 1.0540 1.6684 1.0739 0.186 0.515 1.878 0.194
H 1.8494 -0.0140 1.2874 -0.083 0.648 -0.099 0.179
```
Positions in Å, forces in eV/Å.

## Properties
largest force on an atom	2.0	eV/Å
highest occupied orbital energy	-9.910	eV
spin multiplicity	1
ΔE to the lowest compared entry with this formula, charge and spin	2.390	eV
E_tot	-8338.071	eV
frontier orbital gap	0.397	hartree

A 2-piece molecular cluster, C4H14NOS overall in a non-equilibrium geometry. Source: the Open Molecules 2025 dataset; level of theory: ωB97M-V/def2-TZVPD.

Geometry as XYZ:
```
21
Properties=species:S:1:pos:R:3:forces:R:3:nbo_charge:R:1
C 1.4920 -0.3499 0.4249 -1.805 0.424 3.425 -0.185
C 1.4601 0.9294 -0.3636 0.486 -0.671 -1.710 -0.476
C 0.5479 0.8593 -1.6009 -0.745 1.134 0.942 -0.457
S -1.3399 0.6527 -1.2350 1.644 0.547 -0.274 0.129
C -1.5420 -0.4850 -2.6019 -1.210 -1.334 -0.749 -0.754
N 0.3218 -0.1425 1.4359 -2.477 1.984 -0.441 -0.739
H 2.2749 -0.4711 1.1582 0.971 0.208 -0.488 0.231
H 1.3157 -1.3308 -0.0166 -0.048 0.446 -0.612 0.241
H 1.2908 1.8755 0.1465 -0.262 -0.356 0.776 0.236
H 2.4866 1.0363 -0.6743 0.450 0.234 -0.757 0.255
H 0.6960 1.8118 -2.1476 -0.296 -0.767 -0.033 0.243
H 0.7414 -0.0143 -2.1983 0.484 -0.007 -0.173 0.216
H -0.6961 -0.3830 -3.2507 0.346 0.127 -0.395 0.225
H -1.5182 -1.5269 -2.2209 -0.318 0.578 -0.372 0.227
H -2.4235 -0.3205 -3.2836 0.602 -0.026 1.212 0.259
H 0.0568 -0.6694 2.2579 0.685 -1.356 0.509 0.468
H -0.5832 -0.0959 0.8991 0.684 -0.392 -0.239 0.435
H 0.2701 0.8234 1.8482 0.948 -0.788 -0.585 0.427
H -2.0547 -0.5711 3.1967 0.282 -0.026 -0.199 0.482
H -1.5887 -0.8931 4.5813 1.470 0.249 -1.928 0.516
O -1.2077 -0.7349 3.6447 -1.891 -0.209 2.090 -0.980
```
Positions in Å, forces in eV/Å.

## Properties
largest force on an atom	3.9	eV/Å
highest occupied orbital energy	-12.569	eV
net charge	+1
spin multiplicity	1
ΔE to the lowest compared entry with this formula, charge and spin	1.355	eV
E_tot	-18740.832	eV
frontier orbital gap	0.351	hartree